# C20H57F3N17O14S

A 11-piece molecular cluster, C20H57F3N17O14S overall in a non-equilibrium geometry (wB97M-V/def2-TZVPD, the Open Molecules 2025 dataset).

Last column: Mulliken charge in e.
CARTESIAN COORDINATES (ANGSTROEM)
C 0.04661 0.41402 -1.06956  0.354
F 1.02448 0.51973 -0.19288  -0.069
F -1.15748 0.74194 -0.57899  -0.141
F 0.24988 1.23827 -2.10550  -0.039
S -0.00038 -1.35683 -1.66801  0.893
O 1.06649 -1.36353 -2.67090  -0.301
O 0.27393 -2.05285 -0.43450  -0.675
O -1.30517 -1.61006 -2.26166  -1.034
C 1.42276 4.86847 -2.93147  -0.479
C 1.99034 5.01157 -4.31695  -0.495
O 0.94019 5.66502 -5.07437  -0.531
O 0.49201 3.81643 -2.85559  0.205
H 0.97357 5.82463 -2.64328  0.312
H 2.24326 4.78413 -2.20597  0.355
H 2.20689 4.06030 -4.80893  0.302
H 2.85184 5.68174 -4.32178  0.413
H 1.26850 5.77802 -5.97196  0.277
H -0.25798 3.97714 -2.27721  -0.199
C -0.58114 -2.35343 -6.08078  0.467
O -0.70692 -2.32611 -7.29669  -0.681
N -1.65483 -2.49956 -5.23623  -0.273
N 0.63427 -2.20125 -5.45827  -0.165
H -1.63994 -2.13195 -4.29686  0.158
H -2.51126 -2.56655 -5.75878  0.225
H 1.45485 -2.57355 -5.89552  0.206
H 0.67860 -1.87657 -4.50344  0.051
C -1.65689 4.36699 0.02068  0.587
O -0.72870 5.11062 0.31696  -0.725
N -2.32895 4.45774 -1.15609  -0.462
N -2.02514 3.29902 0.79351  -0.197
H -2.05230 5.25153 -1.70694  0.247
H -2.98375 3.75210 -1.43588  0.149
H -1.78975 3.14383 1.75868  0.163
H -2.66358 2.61271 0.43099  0.066
C 1.91472 3.66435 2.26441  0.612
O 2.74586 3.20926 3.04026  -0.742
N 1.66576 3.08741 1.05041  -0.059
N 1.19264 4.80381 2.46992  -0.294
H 1.80356 2.11499 0.85931  0.152
H 0.96566 3.52411 0.47051  -0.034
H 1.40450 5.33287 3.29282  0.195
H 0.58060 5.08711 1.71992  0.264
C -2.17540 2.72069 -4.96810  0.534
O -3.34335 2.42265 -5.18264  -0.688
N -1.65017 3.97556 -5.13582  -0.292
N -1.13830 1.81572 -4.89650  -0.156
H -0.70033 4.04198 -4.80741  0.126
H -2.25436 4.72981 -5.39448  0.191
H -0.28265 2.20039 -4.53345  0.046
H -1.23969 0.82083 -4.96609  0.175
C 0.08150 -5.09625 1.80792  0.414
O 0.20098 -6.19111 2.34264  -0.738
N 0.91820 -4.71577 0.78824  -0.200
N -0.69917 -4.08779 2.29643  0.148
H 0.78216 -3.93675 0.16316  0.407
H 1.55999 -5.46457 0.58507  0.153
H -1.39850 -4.33307 2.97141  0.087
H -0.74576 -3.21695 1.79797  -0.203
C -3.82927 -2.63540 0.38984  0.594
O -4.51942 -3.35266 1.10111  -0.702
N -3.80615 -1.26690 0.42040  -0.235
N -3.15018 -3.14996 -0.67883  -0.139
H -3.38895 -0.76329 -0.34031  0.112
H -4.36813 -0.79299 1.09997  0.205
H -3.23569 -4.10458 -0.96754  0.173
H -2.57283 -2.53739 -1.24430  0.099
C 2.77858 -4.89118 -2.14977  0.498
O 3.07422 -5.91423 -1.56182  -0.687
N 2.42017 -4.86228 -3.46979  -0.297
N 2.81331 -3.62750 -1.58625  -0.077
H 2.39137 -5.71949 -3.98828  0.201
H 2.15061 -4.02226 -3.94821  0.183
H 2.15103 -2.96689 -1.96242  -0.122
H 3.30464 -3.52863 -0.71937  0.220
C 4.39875 0.30116 -3.11130  0.364
O 5.54442 0.56343 -3.42269  -0.707
N 3.83539 -0.95638 -3.14938  -0.231
N 3.48730 1.27232 -2.70151  -0.215
H 4.37475 -1.76754 -3.37650  0.185
H 2.87603 -0.97205 -2.82897  0.244
H 2.50878 1.08175 -2.82990  0.070
H 3.91528 2.16623 -2.87508  0.202
C -2.22633 -2.22885 4.45384  -1.384
C -1.56282 -1.44230 5.59304  1.716
C -0.38948 -2.27437 6.10771  -1.173
C 0.95601 -2.07769 5.39137  -0.368
C 1.23124 -0.58791 5.21650  -1.476
C 0.13527 0.18957 4.48872  2.131
N -1.11410 -0.12741 5.13202  0.236
O -2.16832 0.76192 4.87397  -0.504
C 0.45472 1.67735 4.63831  -2.054
C 0.20964 -0.16739 2.99362  -1.564
C -2.52529 -1.24303 6.77704  -2.058
H -1.55097 -2.19720 3.60309  0.076
H -3.15413 -1.83300 4.02998  0.285
H -2.44923 -3.26128 4.71983  0.575
H -0.24003 -2.15859 7.18563  0.348
H -0.50356 -3.36073 6.01053  0.315
H 0.88162 -2.50803 4.38803  0.103
H 1.75966 -2.53275 5.96569  0.449
H 2.21490 -0.43240 4.76775  0.454
H 1.28947 -0.14067 6.21816  0.429
H 1.46894 1.95317 4.34694  0.404
H -0.32027 2.35131 4.28393  0.206
H 0.52998 1.83157 5.72568  0.557
H -0.56762 0.30914 2.38125  0.326
H 1.13184 0.18620 2.52595  0.420
H 0.16646 -1.23956 2.79663  -0.049
H -3.26124 -0.46438 6.57233  0.347
H -1.94026 -0.81330 7.59098  0.491
H -3.05323 -2.17505 6.96739  0.405
H -2.51964 0.47938 4.01325  0.359

Cartesian forces, eV/Å:
C -0.8583 -1.1741 -1.6624
F -0.2191 0.4748 0.2259
F 0.3135 0.1059 0.7451
F 0.3669 0.0873 0.3021
S -0.1048 0.1878 0.2441
O -0.1893 -0.0961 0.3666
O -0.0656 -0.1324 -0.2854
O 0.2973 0.5740 0.1071
C 0.5516 0.8158 0.9014
C -1.1706 0.6726 -0.5167
O 0.3299 -0.1706 -0.1271
O 0.2016 -0.6390 -0.6136
H -0.2021 0.0144 -0.2992
H -0.0340 -0.6184 -0.0375
H 0.2727 -0.1149 0.3442
H 0.2298 -0.2894 0.2348
H -0.1646 0.0052 -0.0558
H 0.1404 0.3464 0.1651
C 0.1088 0.5084 -0.3001
O 0.0440 -0.6885 0.2228
N 0.1259 -0.0118 -0.5297
N -0.1077 0.0409 0.3355
H -0.0699 -0.2069 0.0920
H -0.2272 0.3221 0.3326
H 0.0307 0.3987 -0.2949
H 0.1527 -0.3523 0.0437
C 0.3817 -1.2141 0.8019
O -0.2510 0.4582 -0.1867
N 0.5522 0.3318 0.2246
N -0.5913 -0.3133 -0.1013
H -0.4103 -0.1670 -0.4365
H -0.1584 0.2713 -0.3624
H 0.5811 0.5127 -0.0967
H -0.0754 0.1329 -0.0787
C 0.7968 -0.3321 0.1707
O -0.3162 0.2627 0.0513
N -0.6417 0.3115 -0.8186
N 0.3028 -0.5893 -0.0584
H 0.4541 -0.0296 0.4434
H -0.0324 -0.0614 0.0269
H -0.0956 0.2001 -0.0911
H -0.2483 0.4991 0.3893
C -0.1171 -0.7190 -2.5091
O 0.2459 0.1824 0.7641
N -0.2515 -0.5455 0.9031
N 0.0894 0.2588 0.7684
H -0.1008 1.1830 -0.3189
H 0.1505 0.2105 0.2722
H 0.2371 -0.5250 -0.0136
H -0.3787 0.0138 0.2369
C 1.1848 0.5266 0.2284
O -0.5627 0.0894 -0.0665
N -0.0813 -0.7800 0.3310
N -0.1397 -0.2669 -0.0560
H -0.0449 -0.0946 0.1533
H 0.1246 0.2273 -0.6214
H -0.1189 0.0847 -0.1139
H -0.2345 -0.0143 -0.0618
C -1.0791 -1.4636 -1.4138
O 0.3011 0.6862 0.6363
N 0.3574 0.1843 0.5304
N 0.6293 0.8304 -0.1452
H -0.0287 0.1070 0.0525
H -0.0551 -0.0258 0.0051
H -0.1311 -0.1278 0.4490
H -0.0650 -0.3829 0.0563
C 0.1976 0.5520 0.1699
O 0.2002 -0.0240 -0.0253
N -0.1713 -0.1995 -0.3275
N -0.0373 -0.9544 -0.8096
H -0.1260 -0.1203 0.1780
H 0.0169 0.0653 0.1183
H 0.3974 0.3901 0.4844
H -0.4206 0.1834 0.2610
C -0.5748 -1.0022 -0.3894
O 0.1006 0.0948 0.1859
N -0.0336 1.5277 0.1853
N 1.2206 -0.4506 -0.0267
H 0.0201 -0.0526 0.1271
H 0.3332 -0.8698 -0.1343
H -0.0652 0.4786 -0.0874
H -0.7166 0.3491 0.0605
C -0.2092 0.2209 -0.7152
C -0.6551 -0.2533 -0.2081
C 1.5569 -0.9196 0.2043
C -0.7869 1.2118 -0.5628
C 0.3244 -0.0110 1.0316
C 0.8278 -0.0486 -1.2330
N 0.1791 0.2153 1.6123
O 0.0743 -0.3711 -0.7367
C 0.2463 -0.0926 1.8237
C -0.1928 -0.0184 -0.7696
C 0.0457 0.7796 -0.6261
H 0.1757 -0.3616 0.0570
H -0.1535 0.3444 0.4840
H 0.1235 -0.0351 0.0921
H -0.0501 0.5179 -0.0628
H -0.9664 0.1513 -0.0570
H 0.2563 -0.3852 0.1697
H 0.0147 -0.2243 -0.1543
H -0.1674 0.1466 -0.2937
H 0.0658 -0.0431 0.0023
H -0.3130 -0.1980 -0.7796
H 0.1228 -0.0209 -0.3579
H -0.4527 0.1955 -0.0268
H -0.2409 -0.0424 0.2688
H 0.1716 0.0154 0.3492
H -0.0596 -0.0180 0.0703
H -0.1330 -0.2292 -0.3292
H -0.1047 -0.5648 0.3630
H 0.1944 -0.0349 0.5011
H -0.1668 0.1332 0.0282

Computed properties:
Charge: -1
Relative energy (zero: lowest compared OMol25 entry of this formula, charge and spin): 0.0 kJ/mol
HOMO energy: -6.4 eV
Frontier orbital gap: 7.92 eV
Spin multiplicity: 1